No. 1
Computed, not measured: a molecular structure, C21H46F5InN4O7PS, with ωB97M-V/def2-TZVPD.

Element x y z (Å)
C (-1.6764, -0.6087, 1.2768)
C (-0.8255, -1.4962, 0.3955)
O (-0.9256, -1.4395, -0.8431)
N (0.0899, -2.3014, 0.9606)
C (0.0174, -2.6457, 2.3771)
In (0.6912, -3.6928, -0.5501)
C (-0.7996, -5.0625, -1.4171)
C (-2.2149, -4.6945, -1.1670)
O (-2.7722, -3.8113, -1.7831)
N (-2.9336, -5.3388, -0.1299)
C (-2.4485, -6.6172, 0.3669)
C (-3.3872, -4.4022, 0.9051)
P (1.9347, -2.4141, -2.3355)
O (2.4091, -3.2519, -3.4580)
O (1.0468, -1.1385, -2.7834)
O (3.1734, -1.6224, -1.6478)
S (2.4804, -5.0962, 0.6901)
O (2.9752, -4.3524, 1.8434)
O (3.4351, -5.6470, -0.2548)
C (1.8447, -6.6953, 1.4933)
F (1.0769, -7.3421, 0.5813)
F (2.9025, -7.4603, 1.7906)
C (1.0100, -6.5634, 2.7840)
F (0.7234, -7.7691, 3.2851)
F (-0.1504, -5.9457, 2.5112)
F (1.6258, -5.8709, 3.7288)
H (-2.2263, -1.1781, 2.0328)
H (-2.3825, -0.0696, 0.6419)
H (-1.0376, 0.1166, 1.7963)
H (-1.0010, -2.9092, 2.6948)
H (0.6819, -3.4866, 2.5748)
H (0.3719, -1.8258, 3.0199)
H (-0.5298, -6.0794, -1.1245)
H (-0.6141, -4.9583, -2.4930)
H (-3.1072, -6.9411, 1.1806)
H (-2.5037, -7.3740, -0.4238)
H (-1.4241, -6.5970, 0.7542)
H (-3.0128, -4.7147, 1.8880)
H (-3.0240, -3.3929, 0.6863)
H (-4.4833, -4.3430, 0.9477)
H (0.1023, -1.2880, -2.5968)
H (2.8161, -1.0428, -0.9576)
C (3.0998, 4.5751, 1.1738)
C (3.1568, 3.4269, 0.1774)
N (2.1564, 3.5393, -0.8704)
C (1.9467, 2.2974, -1.6048)
C (3.0816, 1.7705, -2.4837)
C (2.2284, 4.7555, -1.6636)
C (3.5704, 5.0972, -2.3245)
H (2.0825, 4.6842, 1.5488)
H (3.7560, 4.3667, 2.0203)
H (3.4148, 5.5250, 0.7386)
H (2.9498, 2.4935, 0.7085)
H (4.1832, 3.3325, -0.2113)
H (1.0532, 2.4186, -2.2244)
H (1.6847, 1.5354, -0.8632)
H (3.1955, 2.3669, -3.3890)
H (2.8549, 0.7481, -2.7856)
H (4.0411, 1.7440, -1.9630)
H (1.9418, 5.5990, -1.0284)
H (1.4507, 4.6940, -2.4306)
H (4.3938, 5.0414, -1.6110)
H (3.5387, 6.1195, -2.7084)
H (3.8026, 4.4373, -3.1581)
C (-4.6931, 3.5404, 0.8977)
C (-3.4067, 4.3345, 1.0714)
N (-2.2184, 3.5303, 0.8593)
C (-0.9929, 4.1558, 1.3287)
C (-0.5467, 5.4419, 0.6295)
C (-2.1344, 2.8606, -0.4348)
C (-2.2183, 3.7170, -1.7042)
H (-4.6662, 2.6351, 1.5060)
H (-5.5479, 4.1430, 1.2097)
H (-4.8581, 3.2494, -0.1401)
H (-3.3561, 4.7106, 2.0978)
H (-3.4498, 5.2246, 0.4215)
H (-0.1911, 3.4175, 1.2377)
H (-1.1100, 4.3533, 2.4000)
H (-0.1974, 5.2244, -0.3761)
H (0.2868, 5.8944, 1.1702)
H (-1.3420, 6.1879, 0.5785)
H (-2.9321, 2.1164, -0.4793)
H (-1.2021, 2.2909, -0.4465)
H (-3.0681, 4.4023, -1.6764)
H (-2.3508, 3.0635, -2.5685)
H (-1.3162, 4.3026, -1.8713)

Values from the calculation:
HOMO energy: -5.96 eV
strongest force on any atom: 0.93 eV/Å
gap between HOMO and LUMO: 8.32 eV
LUMO energy: 2.4 eV
charge: -1
energy: -3002.6468 Ha

***

No. 2
Computed, not measured: a molecular structure, C6H13NO in a non-equilibrium geometry, with ωB97M-V/def2-TZVPD.

Element x y z (Å)
C (0.5604, 0.3611, 0.9952)
C (0.7516, 1.5058, -1.6239)
C (1.1133, -0.9285, 1.5486)
C (0.4612, 0.1425, -1.0683)
N (0.8648, -1.0024, -1.3889)
H (1.5423, -1.0269, -2.1458)
H (1.3427, 1.0914, 0.7898)
H (-0.0922, 0.8792, 1.6968)
H (0.0845, 2.2496, -1.1887)
H (1.7822, 1.7821, -1.3980)
H (0.6154, 1.4987, -2.7071)
H (1.5803, -1.5244, 0.7591)
H (1.8837, -0.7310, 2.3000)
H (0.3393, -1.5386, 2.0157)
C (-2.0239, -0.9435, 0.4957)
C (-1.4524, 0.3597, 0.0144)
O (-1.8703, 1.4856, 0.1379)
H (-0.9612, 0.0899, -1.0817)
H (-1.4232, -1.7789, 0.1426)
H (-2.0521, -0.9527, 1.5855)
H (-3.0465, -1.0187, 0.1211)

Values from the calculation:
HOMO energy: -8.10 eV
strongest force on any atom: 2.51 eV/Å
gap between HOMO and LUMO: 8.96 eV
relative energy (zero: lowest compared OMol25 entry of this formula, charge and spin): 127.6 kcal per mole
LUMO energy: 0.9 eV
charge: 0
energy: -366.2305 Ha

***

No. 3
Computed, not measured: a molecular structure, C20H29FeN6O4 in a non-equilibrium geometry, with ωB97M-V/def2-TZVPD.

Element x y z (Å)
Fe (0.2121, 0.2917, 0.2436)
C (-0.8192, 1.2974, 2.9345)
N (-0.5916, -0.0080, 2.3004)
C (0.4802, -0.7302, 3.0093)
C (-1.8438, -0.7362, 2.2746)
C (-2.3648, -1.3381, 3.4065)
C (-3.6321, -1.9066, 3.4020)
C (-4.4222, -1.8042, 2.2598)
C (-3.8989, -1.2503, 1.1122)
C (-2.5612, -0.8051, 1.0685)
N (-1.9023, -0.3949, -0.0448)
C (-2.0795, -0.8814, -1.2922)
C (-2.7433, -2.0763, -1.6479)
C (-2.8102, -2.4825, -2.9620)
C (-2.1756, -1.7471, -3.9575)
C (-1.4319, -0.6219, -3.6179)
C (-1.3802, -0.1814, -2.3104)
N (-0.6110, 0.9537, -1.8932)
C (0.5317, 1.2761, -2.7499)
C (-1.4644, 2.1337, -1.7122)
H (-1.2365, 1.1872, 3.9431)
H (0.1348, 1.8189, 3.0174)
H (-1.5146, 1.8900, 2.3378)
H (0.3449, -0.6918, 4.0966)
H (0.5086, -1.7662, 2.6787)
H (1.4368, -0.2718, 2.7601)
H (-1.7855, -1.3585, 4.3191)
H (-4.0162, -2.3804, 4.2947)
H (-5.4425, -2.1637, 2.2689)
H (-4.5146, -1.1341, 0.2308)
H (-3.1471, -2.7054, -0.8698)
H (-3.3443, -3.3885, -3.2141)
H (-2.2360, -2.0580, -4.9911)
H (-0.8892, -0.0967, -4.3913)
H (0.2316, 1.7758, -3.6793)
H (1.1976, 1.9349, -2.1962)
H (1.0888, 0.3715, -2.9831)
H (-1.9120, 2.4476, -2.6641)
H (-2.2629, 1.9160, -1.0052)
H (-0.8612, 2.9573, -1.3308)
N (1.3885, -2.3865, -1.9659)
N (1.0868, -3.3291, -0.9669)
C (0.7955, -2.9319, 0.3529)
O (0.7191, -3.7901, 1.2270)
O (0.5987, -1.6726, 0.4998)
H (0.5856, -1.7817, -2.0632)
H (2.1752, -1.8027, -1.6908)
H (1.6014, -4.1878, -1.0536)
N (0.1354, 2.2382, 0.8032)
C (1.3874, 3.0287, 0.6559)
C (2.5729, 2.1908, 1.1254)
C (3.0513, 1.3704, -0.0789)
O (4.1877, 1.4633, -0.5110)
O (2.0811, 0.6864, -0.5525)
H (-0.6265, 2.7076, 0.3264)
H (-0.1127, 2.2078, 1.7860)
H (1.3452, 3.9778, 1.2000)
H (1.5022, 3.2674, -0.4031)
H (2.2266, 1.4936, 1.8951)
H (3.3902, 2.7895, 1.5201)

Values from the calculation:
HOMO energy (spin up / spin down): -7.22 / -7.09 eV
strongest force on any atom: 3.45 eV/Å
gap between HOMO and LUMO (spin up / spin down): 7.06 / 5.47 eV
relative energy (zero: lowest compared OMol25 entry of this formula, charge and spin): 54.5 kcal per mole
LUMO energy (spin up / spin down): -0.2 / -1.6 eV
charge: 0
⟨S²⟩: 8.761
2S+1: 6
energy: -2672.6879 Ha

***

No. 4
Computed, not measured: a single C13H21NO5S molecule in a non-equilibrium geometry, with ωB97M-V/def2-TZVPD.

Element x y z (Å)
C (-1.8809, -3.1558, 0.6335)
O (-0.7406, -2.3262, 0.5608)
C (-0.6852, -1.3224, 1.5467)
C (-1.6731, -0.1567, 1.3563)
N (-1.4921, 0.5949, 0.1407)
C (-1.9530, 0.0525, -1.1124)
C (-3.4752, 0.1419, -1.2474)
O (-4.0984, -0.8615, -0.4724)
C (-5.5006, -0.8122, -0.5428)
S (-0.3407, 1.7837, 0.1239)
O (-0.5317, 2.5314, -1.0866)
O (-0.4183, 2.4697, 1.3818)
C (1.2509, 0.9665, 0.0325)
C (1.6167, 0.3071, -1.1219)
C (2.8315, -0.3541, -1.1888)
C (3.6859, -0.3471, -0.0877)
O (4.8929, -0.9599, -0.0403)
C (5.3422, -1.6680, -1.1729)
C (3.3067, 0.3366, 1.0732)
C (2.0940, 0.9880, 1.1309)
H (-1.7143, -3.9594, -0.0820)
H (-2.7952, -2.6174, 0.3683)
H (-1.9884, -3.5820, 1.6381)
H (-0.8646, -1.7631, 2.5401)
H (0.3400, -0.9461, 1.5091)
H (-2.7001, -0.5271, 1.3741)
H (-1.5295, 0.5503, 2.1754)
H (-1.6303, -0.9853, -1.2375)
H (-1.5136, 0.6787, -1.8890)
H (-3.7543, 0.0130, -2.3045)
H (-3.8073, 1.1362, -0.9174)
H (-5.8750, -1.6234, 0.0787)
H (-5.8502, -0.9500, -1.5733)
H (-5.8833, 0.1443, -0.1672)
H (0.9545, 0.3200, -1.9722)
H (3.1007, -0.8666, -2.0982)
H (6.3171, -2.0684, -0.8997)
H (5.4519, -1.0096, -2.0399)
H (4.6688, -2.4934, -1.4225)
H (3.9857, 0.3379, 1.9108)
H (1.7799, 1.5235, 2.0127)

Values from the calculation:
HOMO energy: -8.68 eV
strongest force on any atom: 1.07 eV/Å
SMILES: COCCN(CCOC)S(=O)(=O)c1ccc(OC)cc1
gap between HOMO and LUMO: 9.41 eV
relative energy (zero: lowest compared OMol25 entry of this formula, charge and spin): 0.0 kcal per mole
LUMO energy: 0.7 eV
charge: 0
energy: -1337.0361 Ha